Record 1
This record from the Open Molecules 2025 dataset describes C23H22N4O4S2 in the gas phase at a distorted geometry. The level of theory is ωB97M-V/def2-TZVPD.

Geometry as XYZ:
```
55
C23H22N4O4S2, DFT ωB97M-V/def2-TZVPD
C 4.4564 2.3908 -1.7389
C 3.1382 1.6561 -1.5322
C 2.1750 1.8920 -2.6934
C 0.8689 1.1095 -2.5263
N 0.1426 1.5096 -1.3486
C 0.0908 0.7700 -0.2046
O 0.5998 -0.3351 -0.0506
C -0.6903 1.5560 0.7806
N -1.0005 1.1925 1.9766
N -0.8204 0.0144 2.4219
C -0.2253 -0.6192 3.3361
O 0.7881 -0.1264 4.0933
C -0.6260 -2.0092 3.5812
C -0.6835 -2.5028 4.8807
C -1.1709 -3.7716 5.1272
C -1.6105 -4.5558 4.0714
C -1.5122 -4.0994 2.7701
C -1.0012 -2.8332 2.5049
N -0.7981 -2.4499 1.1793
S -2.0441 -2.2706 0.0846
O -2.5243 -0.9186 0.0543
O -2.9942 -3.3230 0.2738
C -1.1510 -2.5282 -1.4188
C -0.1819 -3.4401 -1.6951
C 0.3104 -3.3105 -3.0119
C -0.3010 -2.3051 -3.6942
S -1.4864 -1.4953 -2.7423
C -1.0656 2.7816 0.1198
C -1.7950 3.8843 0.5251
C -1.9994 4.9088 -0.3873
C -1.4917 4.8263 -1.6750
C -0.7577 3.7238 -2.0960
C -0.5445 2.7077 -1.1871
H 4.9450 2.0495 -2.6489
H 4.2876 3.4625 -1.8224
H 5.1278 2.2137 -0.9023
H 3.3251 0.5851 -1.4308
H 2.6764 1.9986 -0.6033
H 2.6446 1.5757 -3.6269
H 1.9572 2.9594 -2.7692
H 0.2274 1.2427 -3.4029
H 1.0914 0.0454 -2.4075
H 0.9364 0.8089 3.9021
H -0.3633 -1.8678 5.6925
H -1.2221 -4.1427 6.1393
H -2.0157 -5.5382 4.2618
H -1.8371 -4.7055 1.9403
H -0.1838 -1.6451 1.0507
H 0.1624 -4.1606 -0.9773
H 1.0822 -3.9344 -3.4249
H -0.1246 -1.9937 -4.7046
H -2.1957 3.9340 1.5250
H -2.5661 5.7796 -0.0947
H -1.6704 5.6334 -2.3697
H -0.3794 3.6703 -3.1049
```

Results
**HOMO**: -8.21 eV
**Structure (SMILES)**: CCCCN1C(=O)/C(=N\N=C(/O)c2ccccc2NS(=O)(=O)c2cccs2)c2ccccc21

Mulliken atomic charge list, values in e, 8 entries:
1 C -1.472
2 C 0.009
3 C -0.705
4 C -1.064
5 N 0.779
6 C 0.544
7 O -0.936
8 C 0.772



Record 2
This record from the Open Molecules 2025 dataset describes a molecular structure, C23H23BCl2F3N6O3Ti. The level of theory is ωB97M-V/def2-TZVPD.

Geometry as XYZ:
```
62
C23H23BCl2F3N6O3Ti, DFT ωB97M-V/def2-TZVPD
Ti -0.7761 0.4756 -0.9723
C -2.0681 -3.3952 0.4698
C -1.2474 -2.6120 -0.3272
N -1.6718 -1.3458 -0.3222
N -2.7567 -1.2928 0.4831
C -3.0120 -2.5116 0.9657
B -3.5079 0.0379 0.7157
N -2.5516 1.0673 1.3681
C -2.6949 1.7690 2.4964
C -1.6554 2.6786 2.5924
C -0.8940 2.4606 1.4536
N -1.4462 1.4952 0.7182
N -3.8312 0.6264 -0.6683
C -4.9702 1.0438 -1.2204
C -4.6746 1.6564 -2.4291
C -3.2931 1.5723 -2.5337
N -2.7952 0.9315 -1.4702
H -1.9902 -4.4492 0.6586
H -0.3847 -2.8980 -0.9075
H -3.8445 -2.6767 1.6269
H -4.4794 -0.1279 1.3809
H -3.5291 1.5884 3.1521
H -1.4817 3.3993 3.3693
H 0.0179 2.9380 1.1343
H -5.9120 0.8943 -0.7222
H -5.3616 2.1148 -3.1156
H -2.6360 1.9507 -3.3002
C 3.0536 1.1218 -2.0181
C 1.7357 0.9163 -2.7453
C 1.9212 0.5757 -4.2135
O 0.9784 -0.1740 -2.1091
C 0.8675 2.1687 -2.6000
O 1.2078 3.2301 -3.0217
O -0.2883 1.9467 -1.9450
H 3.6929 0.2455 -2.1382
H 2.8980 1.3128 -0.9558
H 3.5590 1.9794 -2.4584
H 2.5496 -0.3076 -4.3178
H 2.4006 1.4170 -4.7102
H 0.9624 0.3861 -4.6948
H 1.5572 -0.6193 -1.4711
F 5.4717 -0.7101 6.1714
C 5.5787 -1.4352 5.0498
F 5.4962 -2.7301 5.4038
F 6.8098 -1.2394 4.5543
C 4.5126 -1.0808 4.0455
C 4.7352 -1.3414 2.7000
C 3.7446 -1.0648 1.7774
C 2.5255 -0.5274 2.1957
C 2.3152 -0.2664 3.5503
C 3.3071 -0.5433 4.4732
C 1.4949 -0.2446 1.2421
C 0.6172 -0.0118 0.4321
H 5.6818 -1.7548 2.3820
H 3.9116 -1.2658 0.7280
H 1.3716 0.1524 3.8712
H 3.1504 -0.3402 5.5229
Cl -3.8614 -2.2458 -2.7455
C -2.9389 -1.4055 -3.9852
Cl -1.2729 -0.9931 -3.4853
H -3.4544 -0.4840 -4.2339
H -2.8444 -2.0581 -4.8467
```

Results
**HOMO**: -11.64 eV
**Charge**: +1

Mulliken atomic charge list, values in e, 8 entries:
1 Ti -0.754
2 C -1.190
3 C -0.615
4 N 1.021
5 N 0.031
6 C -0.163
7 B 0.052
8 N -0.267



Record 3
This record from the Open Molecules 2025 dataset describes a molecular structure, C23H23BrClN4O4ReS at a distorted geometry. The level of theory is ωB97M-V/def2-TZVPD.

Geometry as XYZ:
```
58
C23H23BrClN4O4ReS, DFT ωB97M-V/def2-TZVPD
Re 0.8699 -0.3154 -0.4910
O 1.9826 -3.7814 1.6059
C 1.4957 -2.6751 1.1440
O 1.4086 -2.3917 -0.0516
C 0.9765 -1.7227 2.1573
C 0.9453 -2.0208 3.5007
C 0.3469 -1.1132 4.3652
C -0.2620 0.0033 3.8214
C -0.2225 0.2153 2.4487
N 0.4578 -0.5941 1.6188
C -1.1374 1.2385 1.8260
O -1.2889 2.4110 2.3998
O -1.7737 0.9149 0.8553
H 2.2794 -4.3899 0.9033
H 1.3768 -2.9465 3.8570
H 0.3098 -1.3016 5.4304
H -0.8238 0.6792 4.4543
H -0.6831 2.5917 3.1333
C -4.0653 -3.0736 -0.3602
C -2.9169 -2.5247 -1.1590
C -2.8337 -2.6745 -2.5415
C -1.7551 -2.1616 -3.2554
C -0.8042 -1.5046 -2.5258
Br 0.8042 -0.7424 -3.1754
N -0.8473 -1.3298 -1.2063
C -1.8861 -1.8391 -0.5261
H -4.7861 -3.5719 -1.0035
H -4.5823 -2.2760 0.1742
H -3.7150 -3.7978 0.3760
H -3.6161 -3.2040 -3.0715
H -1.6626 -2.2809 -4.3262
H -1.8960 -1.6702 0.5419
Cl 4.3358 3.2567 3.6607
C 3.8976 2.2597 2.3569
C 3.7476 0.8840 2.5647
C 3.3998 0.0848 1.5046
C 3.1875 0.6211 0.2143
C 2.9566 -0.2523 -0.9408
C 3.3642 2.0166 0.0362
C 3.7206 2.8229 1.0860
H 3.9514 0.4676 3.5423
H 3.3654 -0.9892 1.6486
H 3.3444 -1.2671 -0.8818
H 3.1778 0.1685 -1.9166
H 3.2591 2.4453 -0.9515
H 3.8881 3.8820 0.9432
S 0.5214 1.9940 -0.9187
C -0.8248 2.2632 -2.0272
N -0.6607 2.5592 -3.3038
C -1.9340 2.9622 -3.9387
C -2.9566 2.7084 -2.8061
N -2.0879 2.3177 -1.6779
H 0.2452 2.7122 -3.7186
H -2.1261 2.3578 -4.8209
H -1.8884 4.0085 -4.2315
H -3.6495 1.9045 -3.0442
H -3.5248 3.5982 -2.5491
H -2.4052 2.0629 -0.7496
```

Results
**Multiplicity**: 2
**HOMO (spin up / spin down)**: -16.98 / -17.11 eV
**Charge**: +3

Mulliken atomic charge list, values in e, 8 entries:
1 Re 0.403
2 O -0.394
3 C 0.509
4 O -0.460
5 C 0.291
6 C -0.752
7 C -1.000
8 C -0.422



Record 4
This record from the Open Molecules 2025 dataset describes a molecular structure, C23H23Cl9N6O7V at a distorted geometry. The level of theory is ωB97M-V/def2-TZVPD.

Geometry as XYZ:
```
69
C23H23Cl9N6O7V, DFT ωB97M-V/def2-TZVPD
O 0.2057 2.0613 2.2756
V 1.1348 2.2836 1.0646
N 3.1106 3.4886 -1.2683
O 3.5772 4.5605 -0.8932
O 3.0068 3.1574 -2.4226
O 2.5899 2.6985 -0.3581
N -0.6111 0.4318 -1.0918
O 0.1644 1.1104 -0.3301
O -0.1433 -0.5412 -1.6613
O -1.7969 0.7594 -1.1775
N 2.5475 0.6858 1.7380
C 2.5285 -0.3394 0.9058
C 2.9980 -1.5900 1.2398
C 3.5803 -1.7639 2.4895
C 3.5982 -0.6964 3.3703
C 3.0495 0.4941 2.9567
H 2.0695 -0.1871 -0.0640
H 2.9301 -2.4350 0.5723
H 3.9984 -2.7264 2.7572
H 4.0243 -0.8362 4.3536
H 3.0780 1.3561 3.6148
N -0.5733 -0.9436 2.3188
C -1.8713 -1.0516 2.0781
C -2.7643 -1.6020 2.9784
C -2.2608 -2.1821 4.1341
C -0.9015 -2.1027 4.3809
C -0.1028 -1.4803 3.4443
H -2.1748 -0.6108 1.1331
H -3.8149 -1.7127 2.7425
H -2.8929 -2.7145 4.8337
H -0.4628 -2.6268 5.2208
H 0.9708 -1.4080 3.5745
N 0.0783 3.9939 0.2530
C -1.2044 3.8840 -0.1101
C -1.8395 4.8512 -0.8634
C -1.1320 5.9776 -1.2531
C 0.1876 6.1155 -0.8500
C 0.7409 5.0952 -0.1046
H -1.7363 2.9857 0.1780
H -2.8713 4.7217 -1.1546
H -1.6203 6.7334 -1.8556
H 0.7840 6.9739 -1.1167
H 1.7818 5.1451 0.2008
N 1.8578 -5.0494 1.6759
C 0.8694 -4.3132 1.1605
C 0.8094 -3.8944 -0.1538
C 1.7906 -4.3635 -1.0169
C 2.8247 -5.1188 -0.5160
C 2.8294 -5.3970 0.8507
H 0.2377 -3.8875 1.9365
H 0.1142 -3.1200 -0.4518
H 1.7331 -4.0856 -2.0636
H 3.6111 -5.5485 -1.1219
H 3.6270 -5.9954 1.2833
C -5.1865 1.1941 -0.9052
Cl -5.1179 2.9491 -0.6329
Cl -6.6078 0.8207 -1.8837
Cl -5.2520 0.3535 0.6414
H -4.2820 0.8885 -1.4145
C -2.3208 1.3312 -4.5276
Cl -2.0278 0.9853 -6.2246
Cl -4.0239 1.0944 -4.1517
Cl -1.8152 2.9871 -4.1571
H -1.7610 0.6706 -3.8795
C -0.7151 -2.4688 -4.4592
Cl -0.5177 -4.1957 -4.2610
Cl -2.3964 -1.9842 -4.2045
Cl -0.1153 -1.9288 -6.0338
H -0.1254 -1.9376 -3.7233
```

Results
**Multiplicity**: 2
**HOMO (spin up / spin down)**: -9.82 / -9.82 eV

Mulliken atomic charge list, values in e, 8 entries:
1 O -0.457
2 V 1.000
3 N 0.888
4 O -0.577
5 O -0.576
6 O -0.502
7 N 0.322
8 O -0.041



Record 5
This record from the Open Molecules 2025 dataset describes a molecular structure, C23H23ClN4O2PbS7 at a distorted geometry. The level of theory is ωB97M-V/def2-TZVPD.

Geometry as XYZ:
```
61
C23H23ClN4O2PbS7, DFT ωB97M-V/def2-TZVPD
Pb 0.1888 -1.4459 -0.0832
C 4.1756 1.3716 -2.5030
C 3.8812 0.1600 -3.3769
S 2.5830 -0.9445 -2.7072
C 1.2534 -0.7793 -3.9358
C 0.5064 0.5455 -3.9282
S -0.5006 0.8594 -2.4275
C 0.2813 2.3546 -1.7288
C 1.7226 2.1756 -1.2587
S 2.9113 2.6786 -2.5605
H 5.0810 1.8603 -2.8663
H 4.3255 1.0858 -1.4620
H 4.7807 -0.4534 -3.4501
H 3.5733 0.4602 -4.3777
H 0.5813 -1.6125 -3.7228
H 1.7035 -0.9387 -4.9171
H -0.1953 0.5567 -4.7642
H 1.1914 1.3824 -4.0333
H -0.3667 2.5994 -0.8860
H 0.2147 3.1530 -2.4684
H 1.9138 1.1330 -1.0133
H 1.9154 2.8056 -0.3880
S -0.6503 -2.8018 2.0444
S -0.6762 -4.7486 1.3630
S -1.5357 -4.7036 -0.4948
S -0.2499 -3.6238 -1.6715
O -7.1793 0.4470 0.9469
N -6.3996 1.0241 1.6780
O -6.7611 1.7853 2.5562
C -4.9583 0.8245 1.5150
C -4.1773 1.5817 2.3272
C -2.7670 1.5013 2.2867
C -1.9551 2.2831 3.1299
C -0.5947 2.1435 3.0671
C -0.0621 1.2264 2.1570
N -0.8020 0.4974 1.3486
C -2.1398 0.6093 1.3965
C -2.9545 -0.1973 0.5145
N -2.3213 -1.0216 -0.3474
C -3.0310 -1.7365 -1.1923
C -4.4239 -1.7288 -1.1977
C -5.0960 -0.9240 -0.3186
C -4.3685 -0.0963 0.5649
H -4.6468 2.2542 3.0296
H -2.4252 2.9750 3.8174
H 0.0663 2.7172 3.7013
H 1.0093 1.0689 2.0889
H -2.4737 -2.3499 -1.8899
H -4.9580 -2.3654 -1.8881
H -6.1686 -0.9092 -0.2924
Cl 5.0543 1.2779 2.7907
C 4.2455 -0.2401 2.6100
C 4.4733 -1.2837 3.4926
C 3.7754 -2.4634 3.2946
C 2.8683 -2.5451 2.2483
N 2.6556 -1.5378 1.4054
C 3.3426 -0.4157 1.5735
H 5.1750 -1.1695 4.3074
H 3.9289 -3.3050 3.9552
H 2.2839 -3.4416 2.0818
H 3.1759 0.3843 0.8590
```

Results
**HOMO**: -6.61 eV

Mulliken atomic charge list, values in e, 8 entries:
1 Pb 0.349
2 C -0.404
3 C -0.882
4 S 0.044
5 C -0.678
6 C -0.717
7 S 0.097
8 C -0.868



Record 6
This record from the Open Molecules 2025 dataset describes a molecular structure, C23H23ClN5O2ReS. The level of theory is ωB97M-V/def2-TZVPD.

Geometry as XYZ:
```
56
C23H23ClN5O2ReS, DFT ωB97M-V/def2-TZVPD
Re 0.1272 -1.1524 -0.6298
N -2.5854 -3.4568 -3.1110
C -1.9261 -2.9346 -2.0529
S -0.1592 -2.8877 -2.1854
N -2.6072 -2.5163 -1.0307
N -1.7446 -2.0491 -0.0264
C -2.1112 -2.2541 1.1852
C -1.2618 -1.9857 2.3274
C -1.8485 -1.9476 3.6022
C -1.0792 -1.8005 4.7336
C 0.3107 -1.7369 4.6032
C 0.9140 -1.8030 3.3629
C 0.1372 -1.9138 2.2091
O 0.7652 -1.9758 1.0264
H -2.0696 -3.9100 -3.8428
H -3.5550 -3.6998 -2.9910
H -3.0926 -2.6976 1.3411
H -2.9255 -2.0406 3.6819
H -1.5408 -1.7615 5.7100
H 0.9285 -1.6458 5.4876
H 1.9902 -1.7756 3.2586
C -0.0771 2.2591 2.2762
C -0.5690 1.5089 1.0850
O 0.0920 0.5310 0.6829
N -1.6836 1.9013 0.4737
C -2.2321 1.1790 -0.6675
C -1.3790 1.2537 -1.9107
C -1.5252 2.3173 -2.7809
C -0.8301 2.3304 -3.9787
C -0.0275 1.2487 -4.2903
C 0.0925 0.2257 -3.3715
N -0.5367 0.2337 -2.1847
H 0.0205 1.5544 3.1028
H -0.7298 3.0808 2.5626
H 0.9186 2.6417 2.0466
H -2.1914 2.6784 0.8615
H -3.2015 1.6181 -0.8939
H -2.4151 0.1412 -0.3985
H -2.2085 3.1163 -2.5249
H -0.9379 3.1578 -4.6675
H 0.5057 1.1863 -5.2281
H 0.7052 -0.6397 -3.5699
Cl 3.7381 4.1445 1.3594
C 3.3718 2.6351 0.5780
C 3.4769 1.4522 1.2934
C 3.1355 0.2578 0.6826
C 2.6956 0.2177 -0.6412
C 2.1785 -1.0615 -1.2305
C 2.6577 1.4173 -1.3511
C 2.9821 2.6255 -0.7507
H 3.8195 1.4726 2.3198
H 3.1873 -0.6643 1.2477
H 2.6559 -1.9311 -0.7775
H 2.3309 -1.1109 -2.3089
H 2.3682 1.4147 -2.3959
H 2.9456 3.5517 -1.3083
```

Results
**Multiplicity**: 4
**HOMO (spin up / spin down)**: -10.37 / -10.77 eV
**Charge**: +1

Mulliken atomic charge list, values in e, 8 entries:
1 Re 1.196
2 N -0.445
3 C 0.820
4 S -0.639
5 N -1.251
6 N 0.420
7 C -0.249
8 C 0.711



Record 7
This record from the Open Molecules 2025 dataset describes 2 unconnected molecules or ions with the total composition C23H23N5O at a distorted geometry. The level of theory is ωB97M-V/def2-TZVPD.

Geometry as XYZ:
```
52
C23H23N5O, DFT ωB97M-V/def2-TZVPD
C 3.2921 -3.5403 -1.6419
N 2.3725 -4.0644 -0.6420
C 1.8651 -5.3872 -0.9447
C 1.8053 -3.2742 0.3691
C 0.5690 -2.6191 0.1691
C 0.0530 -1.7948 1.1608
C 0.6923 -1.6601 2.4001
C 0.1488 -0.6543 3.3418
C -1.1573 -0.8273 3.8067
C -1.6378 -0.0242 4.8797
N -2.0163 0.6368 5.7667
C -2.0824 -1.7253 3.2182
N -2.8925 -2.4413 2.7472
C 1.9460 -2.2912 2.5927
C 2.4962 -3.0861 1.5947
H 3.5956 -2.5182 -1.3761
H 4.1760 -4.1971 -1.6948
H 2.8035 -3.5416 -2.6329
H 1.1722 -5.7168 -0.1604
H 1.3498 -5.3892 -1.9168
H 2.7081 -6.0893 -1.0089
H 0.0613 -2.7443 -0.7835
H -0.8522 -1.2160 0.9786
H 0.8593 -0.0611 3.9135
H 2.4472 -2.1810 3.5563
H 3.4586 -3.5895 1.7306
C 6.0132 3.4375 5.0014
O 5.4729 2.4469 4.0431
C 4.1998 2.5473 3.5688
C 3.6394 1.4956 2.7810
C 2.3092 1.5358 2.4068
C 1.4934 2.5949 2.8291
N 0.1229 2.4913 2.5802
C -0.5053 1.3190 2.2197
N -1.7483 1.7345 1.8270
C -2.7651 1.0091 1.1191
C -1.9373 3.0926 2.0794
C -0.7892 3.5613 2.5793
C 2.0542 3.7032 3.4681
C 3.3913 3.6774 3.8547
H 7.0579 3.1502 5.1544
H 5.9776 4.4636 4.6069
H 5.4820 3.3856 5.9629
H 4.2296 0.6490 2.4630
H 1.8317 0.7489 1.8205
H -2.6647 -0.0696 1.1998
H -3.7468 1.2988 1.5154
H -2.7560 1.2915 0.0596
H -2.8367 3.6072 1.8288
H -0.4832 4.5540 2.8427
H 1.4194 4.5676 3.7141
H 3.7935 4.5324 4.3984
```

Results
**HOMO**: -7.97 eV

Mulliken atomic charge list, values in e, 8 entries:
1 C -0.988
2 N 0.274
3 C -1.018
4 C -0.224
5 C -0.603
6 C -0.321
7 C 0.379
8 C -0.095



Record 8
This record from the Open Molecules 2025 dataset describes a molecular structure, C23H24AuNO2P. The level of theory is ωB97M-V/def2-TZVPD.

Geometry as XYZ:
```
52
C23H24AuNO2P, DFT ωB97M-V/def2-TZVPD
Au -0.6197 -0.2927 0.2467
O -0.8857 -3.6614 2.6178
C -0.3565 -2.9171 1.8353
O -0.9764 -1.7827 1.5024
C 1.0094 -3.2975 1.2764
P 2.0543 -2.3433 0.1230
C 2.3708 -0.7190 0.9217
C 3.4100 0.0379 0.3645
C 3.8262 1.2198 0.9532
C 3.2241 1.6625 2.1259
C 2.2175 0.9087 2.7089
C 1.7944 -0.2771 2.1160
C 1.0387 -2.0915 -1.3930
C 1.7437 -1.6696 -2.5326
C 1.1240 -1.5976 -3.7673
C -0.2157 -1.9577 -3.8995
C -0.9205 -2.4006 -2.7942
C -0.3009 -2.4741 -1.5467
H 0.8790 -4.2780 0.8117
H 1.6440 -3.4733 2.1486
H 3.9178 -0.3234 -0.5227
H 4.6420 1.7807 0.5157
H 3.5619 2.5755 2.5984
H 1.7633 1.2314 3.6367
H 1.0423 -0.8691 2.6195
H 2.7990 -1.4378 -2.4512
H 1.6921 -1.2911 -4.6362
H -0.6943 -1.9207 -4.8692
H -1.9527 -2.7106 -2.8947
H -0.8580 -2.8849 -0.7148
C 0.8772 1.9818 -0.7963
N -0.4918 1.4225 -0.9341
C -0.7219 1.0446 -2.3508
C -1.5126 2.4536 -0.5214
C -2.3529 1.9671 0.6074
C -3.3733 2.7323 1.1629
C -4.1262 2.2301 2.2108
C -3.8707 0.9621 2.7152
C -2.8579 0.1747 2.1815
C -2.1340 0.7117 1.1406
H 0.9637 2.8790 -1.4127
H 1.6006 1.2425 -1.1282
H 1.0681 2.2285 0.2468
H -0.6477 1.9355 -2.9778
H -1.7113 0.6042 -2.4512
H 0.0288 0.3222 -2.6560
H -2.1302 2.6842 -1.3895
H -0.9839 3.3677 -0.2506
H -3.5736 3.7216 0.7693
H -4.9178 2.8307 2.6372
H -4.4600 0.5714 3.5336
H -2.6469 -0.8135 2.5632
```

Results
**HOMO**: -11.26 eV
**Charge**: +1

Mulliken atomic charge list, values in e, 8 entries:
1 Au 0.723
2 O -0.617
3 C 0.450
4 O -0.451
5 C -0.695
6 P -0.216
7 C 0.522
8 C -0.629



What energy relative to the best compared isomer or geometry (same formula, charge and spin) values result from the calculations? In sequence: 331.1 25.0 0.0 0.0 10.3 0.0 427.3 193.6 kJ/mol.
What E values result from the calculations? In sequence: -60027.9832 -96294.6970 -133881.1112 -185881.0196 -127896.4845 -61253.7594 -33717.8460 -42799.0695 eV.